--- one ---
Formula: C14H26N2O4
Source: the Open Molecules 2025 dataset
Level of theory: ωB97M-V/def2-TZVPD

The geometry in XYZ format:
```
46
Properties=species:S:1:pos:R:3:lowdin_charge:R:1
C 1.669 -1.130 3.115 -0.190
O 0.711 -1.349 4.088 -0.128
H 2.597 -0.766 3.556 0.072
H 1.894 -2.108 2.690 0.076
H 1.332 -0.479 2.309 0.059
H 0.003 -0.700 4.067 -0.001
C -0.146 0.626 -3.868 -0.178
O 0.020 1.339 -5.078 -0.106
H 0.827 0.354 -3.460 0.056
H -0.717 1.144 -3.097 0.069
H -0.824 -0.222 -3.962 0.077
H 0.546 2.120 -4.893 0.070
C -0.678 -1.790 -0.112 -0.120
O -0.346 -0.928 -1.206 -0.152
H -0.866 -1.336 0.861 0.056
H -1.539 -2.435 -0.287 0.078
H 0.135 -2.511 -0.030 0.090
H 0.254 -0.238 -0.914 0.018
C -1.425 -3.586 -2.941 -0.198
O -0.185 -2.964 -2.863 -0.124
H -1.784 -4.143 -2.076 0.065
H -2.181 -2.844 -3.197 0.079
H -1.358 -4.358 -3.708 0.077
H -0.203 -2.217 -2.261 -0.007
N 1.413 1.203 -0.740 0.053
C 1.327 2.068 0.325 -0.098
C 2.369 2.939 0.657 -0.072
C 3.519 2.938 -0.074 -0.088
C 3.686 2.030 -1.102 -0.057
C 2.597 1.208 -1.436 -0.104
H 0.426 2.085 0.920 0.089
H 2.236 3.588 1.510 0.105
H 4.374 3.556 0.157 0.110
H 4.580 2.073 -1.706 0.105
H 2.789 0.454 -2.186 0.105
N -1.760 -0.224 3.627 0.038
C -2.648 -0.851 2.786 -0.115
C -3.189 -0.183 1.690 -0.079
C -2.965 1.200 1.557 -0.049
C -2.114 1.838 2.476 -0.079
C -1.428 1.084 3.426 -0.132
H -3.011 -1.843 3.014 0.111
H -3.895 -0.762 1.113 0.105
H -3.331 1.679 0.660 0.105
H -1.888 2.892 2.401 0.098
H -0.820 1.547 4.190 0.112
```

Orbital gap in eV: 9.6840
E_LUMO in Ha: 0.0079
SMILES string: c1ccncc1.c1ccncc1.CO.CO.CO.CO
Molecular weight in u: 286.4



--- two ---
Formula: C14H26N2O4
Source: the Open Molecules 2025 dataset
Level of theory: ωB97M-V/def2-TZVPD

The geometry in XYZ format:
```
46
Properties=species:S:1:pos:R:3:lowdin_charge:R:1
C 4.746 1.517 -0.097 0.087
C 3.941 2.250 -0.664 -0.165
N 2.950 3.215 -1.128 0.109
C 2.067 3.510 0.018 -0.440
O 2.375 3.049 1.111 0.100
O 0.882 4.251 -0.091 -0.029
N 0.071 3.692 -1.090 -0.062
C -1.344 3.602 -0.646 -0.190
C -1.563 2.374 0.372 -0.210
C -1.576 0.942 -0.397 -0.106
H 5.308 0.981 0.720 0.067
H 2.412 2.749 -1.873 0.114
H 0.355 2.704 -1.243 0.099
H -1.956 3.398 -1.587 0.124
H -1.690 4.554 -0.128 0.126
H -2.568 2.428 0.909 0.105
H -0.683 2.403 1.085 0.102
H -0.578 0.429 -0.186 0.046
H -1.596 1.196 -1.513 0.075
H -2.460 0.311 -0.089 0.073
C 1.745 -2.013 -3.192 -0.171
C 1.704 -2.114 -1.681 -0.168
C 1.874 -0.666 -1.265 -0.210
O 1.291 0.137 -2.304 -0.169
C 1.028 -0.698 -3.440 -0.198
H 1.275 -2.855 -3.702 0.115
H 2.783 -1.942 -3.532 0.117
H 0.724 -2.483 -1.360 0.115
H 2.469 -2.769 -1.263 0.116
H 2.931 -0.395 -1.188 0.097
H 1.387 -0.443 -0.313 0.104
H -0.056 -0.843 -3.507 0.118
H 1.369 -0.198 -4.350 0.118
C -1.567 -1.951 3.483 -0.174
C -2.595 -3.030 3.750 -0.179
C -3.495 -2.915 2.534 -0.205
O -2.672 -2.464 1.451 -0.144
C -1.409 -2.034 1.977 -0.208
H -0.627 -2.097 4.018 0.115
H -1.972 -0.974 3.763 0.117
H -2.109 -4.011 3.764 0.115
H -3.132 -2.903 4.691 0.114
H -4.282 -2.170 2.691 0.117
H -3.964 -3.865 2.267 0.117
H -0.658 -2.782 1.697 0.118
H -1.132 -1.078 1.530 0.091
```

Orbital gap in eV: 9.7974
E_LUMO in Ha: 0.0277
SMILES string: C#CNC(=O)ONCCC.C1CCOC1.C1CCOC1
Molecular weight in u: 286.4



Which is the most stable structure? one is the most stable.



--- one ---
Formula: C4H7N2P
Source: the Open Molecules 2025 dataset
Level of theory: ωB97M-V/def2-TZVPD

The geometry in XYZ format:
```
14
Properties=species:S:1:pos:R:3:lowdin_charge:R:1
C -1.853 -1.364 -0.408 -0.387
C -0.908 1.160 0.400 -0.479
C -0.010 2.276 0.623 -0.177
C 1.705 -1.233 -0.402 -0.074
N -0.678 -1.771 -0.328 -0.146
N 0.298 -1.102 0.135 -0.086
P -2.330 0.458 0.250 0.881
H -2.706 -2.155 -0.549 0.080
H -0.546 3.169 0.408 0.067
H 0.707 2.090 -0.106 0.038
H 0.363 2.270 1.668 0.098
H 2.432 -1.509 0.305 0.039
H 1.546 -2.033 -1.160 0.078
H 1.981 -0.257 -0.839 0.068
```

Orbital gap (alpha / beta) in eV: 7.5020 / 7.7448
E_LUMO (alpha / beta) in Ha: -0.0075 / -0.0050
SMILES string: CC#P=C/N=N/C
Molecular weight in u: 114.1



--- two ---
Formula: C4H7N2P
Source: the Open Molecules 2025 dataset
Level of theory: ωB97M-V/def2-TZVPD

The geometry in XYZ format:
```
14
Properties=species:S:1:pos:R:3:lowdin_charge:R:1
C -2.147 0.821 -0.206 -0.136
C -2.223 -0.577 -0.039 -0.125
C -0.839 1.131 -0.466 -0.211
C -0.936 -1.047 -0.111 -0.257
N -0.112 -0.015 -0.236 -0.179
N 2.758 0.271 0.775 -0.292
P 2.124 -0.228 -0.708 0.913
H -2.780 1.654 -0.203 0.069
H -3.091 -1.070 0.143 0.052
H -0.264 2.069 -0.704 0.105
H -0.784 -2.140 -0.068 0.104
H 3.360 1.120 0.759 0.047
H 3.122 -0.449 1.342 0.004
H 1.811 -1.540 -0.277 -0.094
```

Orbital gap in eV: 7.3501
E_LUMO in Ha: -0.0050
Molecular weight in u: 114.1



--- three ---
Formula: C4H7N2P
Source: the Open Molecules 2025 dataset
Level of theory: ωB97M-V/def2-TZVPD

The geometry in XYZ format:
```
14
Properties=species:S:1:pos:R:3:lowdin_charge:R:1
C -1.065 -0.414 0.487 -0.156
C -0.381 -1.533 -0.193 -0.156
C -0.801 0.852 0.347 -0.212
C 0.956 -1.491 -0.487 -0.338
N 1.772 0.408 1.243 -0.356
N 0.053 1.276 -0.776 -0.052
P 1.927 -0.006 -0.276 0.725
H -1.802 -0.642 1.282 0.117
H -1.062 -2.278 -0.352 0.057
H -1.280 1.733 0.890 0.130
H 1.496 -2.472 -0.901 0.097
H 2.480 1.249 1.394 -0.005
H -0.398 1.106 -1.563 0.027
H 0.461 2.233 -0.581 0.122
```

Orbital gap in eV: 8.2948
E_LUMO in Ha: 0.0059
Molecular weight in u: 114.1



--- four ---
Formula: C4H7N2P
Source: the Open Molecules 2025 dataset
Level of theory: ωB97M-V/def2-TZVPD

The geometry in XYZ format:
```
14
Properties=species:S:1:pos:R:3:lowdin_charge:R:1
C -0.632 -0.792 -1.229 -0.172
C 0.767 -0.524 -1.367 -0.181
C -1.407 -0.791 -0.122 -0.194
C 1.461 -0.266 -0.229 -0.266
N -0.887 -0.450 1.138 -0.235
N 0.380 1.748 1.212 -0.221
P 0.735 0.100 1.438 0.784
H -0.990 -1.030 -2.234 0.091
H 1.160 -0.848 -2.316 0.089
H -2.485 -0.720 -0.102 0.105
H 2.497 0.008 -0.055 0.028
H -1.624 -0.725 1.867 0.119
H -0.203 2.003 0.467 0.009
H 1.227 2.288 1.533 0.045
```

Orbital gap in eV: 8.6090
E_LUMO in Ha: 0.0332
SMILES string: NP1C=CC=CN1
Molecular weight in u: 114.1



Which is the most stable structure? four is the most stable.



--- one ---
Formula: CClF2O3S
Source: the Open Molecules 2025 dataset
Level of theory: ωB97M-V/def2-TZVPD

The geometry in XYZ format:
```
8
Properties=species:S:1:pos:R:3:lowdin_charge:R:1
C 0.655 0.494 0.451 -0.831
O -0.578 -0.377 -1.952 -0.340
O -0.037 -1.937 -0.135 -0.388
O -1.908 -0.250 0.033 -0.368
F 0.631 2.228 0.426 -0.271
F 0.537 0.403 1.750 0.035
S -0.627 -0.648 -0.551 0.398
Cl 2.142 0.110 -0.200 0.766
```

Orbital gap in eV: 9.4214
E_LUMO in Ha: 0.1282
Charge: -1
Molecular weight in u: 165.5



--- two ---
Formula: CClF2O3S
Source: the Open Molecules 2025 dataset
Level of theory: ωB97M-V/def2-TZVPD

The geometry in XYZ format:
```
8
Properties=species:S:1:pos:R:3:lowdin_charge:R:1
C 0.802 0.172 0.188 -0.716
O -1.012 -0.704 -1.457 -0.369
O -1.097 -1.259 0.893 -0.361
O -1.870 0.965 0.150 -0.327
F 1.566 1.658 -0.680 -0.343
F 0.931 0.513 1.455 0.031
S -1.070 -0.205 -0.113 0.376
Cl 1.750 -1.140 -0.437 0.709
```

Orbital gap in eV: 9.5174
E_LUMO in Ha: 0.1264
Charge: -1
Molecular weight in u: 165.5



Which is the most stable structure? one is the most stable.